Record 1
{"formula": "C20H22N4O2", "method": "wB97M-V/def2-TZVPD", "energy_ha": -1144.839363, "fmax_ev_per_a": 1.00, "smiles": "CCOC(=O)c1cc(C#N)c(N2CCN(C)CC2)nc1-c1ccccc1", "multiplicity": 1, "charge": 0, "homo_lumo_gap_ev": 8.332, "relative_energy_kcal_mol": 30.0, "species": ["H", "C", "C", "N", "C", "H", "H", "C", "H", "H", "H", "H", "C", "N", "C", "H", "H", "H", "C", "C", "H", "N", "C", "C", "O", "H", "H", "H", "H", "N", "H", "H", "C", "O", "C", "H", "C", "C", "C", "C", "C", "H", "H", "C", "C", "H", "C", "H"], "xyz": [[1.524, -3.648, 3.243], [2.669, 1.150, -0.173], [-3.110, -1.427, 0.098], [-4.909, -0.167, 1.141], [1.099, -2.154, 1.775], [3.680, -4.284, 2.226], [0.819, 2.511, -1.599], [-1.665, 2.212, -2.091], [0.156, -1.864, 2.213], [-5.039, 0.755, 3.057], [-3.577, 1.466, -1.499], [-5.963, -0.748, 2.830], [0.429, 1.603, -1.163], [-2.717, -0.253, -0.655], [5.547, 1.179, -1.307], [5.431, 0.386, -0.572], [4.449, -3.162, 0.170], [-4.581, 0.003, -1.500], [-5.640, 0.170, 2.343], [1.274, 0.756, -0.460], [4.670, 2.664, -0.008], [-0.572, -0.697, -0.061], [1.542, -1.496, 0.633], [4.545, 2.291, -1.030], [3.202, 1.838, -1.196], [3.081, -1.393, -0.857], [-3.005, -0.476, 2.034], [5.389, 0.769, -2.302], [6.556, 1.574, -1.242], [-2.175, 2.997, -2.760], [-4.090, -1.889, 1.962], [-5.392, 1.615, 0.190], [-4.506, 1.012, 0.399], [3.248, 0.926, 0.861], [3.512, -2.874, 0.624], [-3.841, -1.980, -0.498], [3.077, -3.508, 1.777], [-0.926, 1.311, -1.305], [-3.858, 0.588, -0.923], [1.868, -3.150, 2.348], [-1.426, 0.140, -0.661], [-6.520, 0.750, 2.072], [-2.229, -2.041, 0.278], [-3.755, -1.004, 1.417], [2.750, -1.873, 0.053], [-3.790, 1.632, 0.971], [0.718, -0.442, 0.028], [4.656, 3.110, -1.744]], "lowdin_charge": [0.10, -0.47, -0.13, -0.23, -0.02, 0.10, 0.14, -0.22, 0.11, 0.09, 0.09, 0.08, 0.07, -0.05, -0.06, 0.07, 0.10, 0.13, -0.10, -0.05, 0.12, 0.19, -0.16, -0.21, -0.01, 0.12, 0.13, 0.08, 0.08, 0.17, 0.12, 0.13, -0.17, 0.13, -0.07, 0.13, -0.08, -0.12, -0.12, -0.08, -0.21, 0.08, 0.11, -0.18, -0.03, 0.13, -0.16, 0.12]}

***

Record 2
{"formula": "C11H11FN2O3", "method": "wB97M-V/def2-TZVPD", "energy_ha": -860.767398, "fmax_ev_per_a": 1.53, "smiles": "O=C1CCN(c2ccc([N+](=O)[O-])cc2F)CC1", "multiplicity": 1, "charge": 0, "homo_lumo_gap_ev": 8.162, "species": ["C", "H", "H", "C", "H", "O", "H", "N", "C", "C", "H", "H", "O", "F", "O", "H", "H", "C", "C", "C", "H", "N", "C", "C", "H", "C", "C", "H"], "xyz": [[3.311, -0.047, -0.248], [3.263, 2.085, -0.141], [-3.309, -2.061, 0.198], [1.220, -1.153, 0.068], [-2.243, -0.537, 1.815], [-3.858, -0.280, -1.834], [-3.424, 1.931, -0.657], [-0.796, 0.168, 0.524], [-3.210, -0.196, -0.826], [-1.638, -0.913, 0.982], [3.043, -2.178, -0.327], [-1.438, 2.113, 1.016], [5.224, -1.206, -0.604], [0.545, -2.331, 0.071], [5.318, 0.944, -0.588], [-1.041, -1.736, 1.365], [-1.959, -1.916, -0.913], [-2.539, -1.375, -0.161], [0.533, 0.067, 0.262], [2.676, 1.181, -0.083], [-1.072, 1.823, -0.699], [4.713, -0.108, -0.498], [2.567, -1.222, -0.174], [-3.002, 1.108, -0.080], [0.867, 2.192, 0.314], [-1.518, 1.384, 0.198], [1.327, 1.231, 0.163], [-3.560, 1.034, 0.857]], "lowdin_charge": [-0.17, 0.12, 0.13, -0.18, 0.13, 0.11, 0.13, -0.08, -0.40, -0.15, 0.13, 0.13, 0.08, 0.05, 0.07, 0.12, 0.13, -0.08, -0.14, 0.01, 0.13, -0.37, 0.08, -0.08, 0.11, -0.15, 0.00, 0.13]}